{
  "formula": "C7H13NO2",
  "method": "ωB97M-V/def2-TZVPD",
  "e_lumo_ev": 0.78,
  "homo_energy_ev": -8.4530,
  "gap_ev": 9.23,
  "e_tot_ev": -13052.458,
  "molar_mass_g_mol": 143.2,
  "spin_multiplicity": 1,
  "smiles": "C=N[C@H](O)[C@](C)(O)C(=C)C",
  "total_charge": 0,
  "symbols": ["C", "C", "C", "C", "C", "C", "C", "O", "O", "N", "H", "H", "H", "H", "H", "H", "H", "H", "H", "H", "H", "H", "H"],
  "xyz": [[-0.435, -0.007, 0.700], [1.078, 0.249, 1.072], [-1.215, 1.287, 0.945], [0.022, -1.943, -0.965], [-0.612, -0.600, -0.699], [2.011, 1.628, -0.898], [-1.329, 0.003, -1.652], [-0.864, -0.984, 1.679], [1.789, -0.988, 1.253], [1.715, 1.104, 0.190], [-1.771, -1.241, 1.465], [1.203, -1.550, 1.784], [1.064, 0.750, 2.051], [-0.858, 2.098, 0.309], [-1.104, 1.585, 1.989], [-2.281, 1.139, 0.761], [1.110, -1.870, -0.913], [-0.262, -2.323, -1.948], [-0.284, -2.681, -0.221], [1.312, 2.264, -1.468], [3.032, 1.604, -1.313], [-1.809, 0.963, -1.518], [-1.513, -0.487, -2.602]]
}

{
  "formula": "C7H13NO2",
  "method": "ωB97M-V/def2-TZVPD",
  "e_lumo_ev": 0.58,
  "homo_energy_ev": -8.7481,
  "gap_ev": 9.33,
  "e_tot_ev": -13054.944,
  "molar_mass_g_mol": 143.2,
  "spin_multiplicity": 1,
  "smiles": "CC(=O)N(C)C(O)=C(C)C",
  "total_charge": 0,
  "symbols": ["C", "C", "C", "C", "N", "C", "C", "C", "O", "O", "H", "H", "H", "H", "H", "H", "H", "H", "H", "H", "H", "H", "H"],
  "xyz": [[0.677, -2.277, -0.510], [-0.135, 0.985, -2.239], [1.293, 0.819, 1.273], [-1.095, 1.056, 2.160], [0.235, -0.927, -0.801], [-0.603, -0.325, 0.161], [0.486, -0.376, -2.022], [-0.157, 0.465, 1.138], [-1.920, -0.680, -0.009], [1.173, -0.934, -2.850], [-2.455, -0.287, 0.688], [1.277, -2.614, -1.353], [-0.182, -2.939, -0.384], [1.278, -2.287, 0.401], [0.124, 1.332, -3.235], [-1.217, 0.915, -2.149], [0.234, 1.691, -1.500], [1.883, 0.386, 0.470], [1.418, 1.902, 1.254], [-0.535, 1.654, 2.872], [-1.838, 1.703, 1.691], [-1.620, 0.278, 2.717], [1.680, 0.458, 2.226]]
}